## i
# C6H16O

2 unconnected molecules or ions with the total composition C6H16O (ωB97M-V/def2-TZVPD, the Open Molecules 2025 dataset).

Last column: Mulliken charge in e.
Element x y z (Å)
C -0.03358 2.05854 1.24055  -1.10
C 0.88623 0.95526 0.75200  -0.60
C 0.11818 -0.27609 0.21336  0.79
C -0.60326 -1.04993 1.32578  -1.60
C 1.11719 -1.14475 -0.60149  -0.54
C 0.64290 -2.54818 -0.93888  -1.38
H -0.50897 1.79041 2.17578  0.31
H -0.74716 2.33907 0.44755  0.22
H 0.34722 3.08723 1.28812  0.38
H 1.59001 1.16476 -0.05374  0.39
H 1.44269 0.51809 1.58357  0.30
H -0.62490 -0.03519 -0.55384  0.00
H -1.43410 -0.46654 1.71551  0.42
H -1.03544 -1.96128 0.90119  0.44
H 0.07734 -1.37795 2.10812  0.32
H 2.05161 -1.15358 -0.02935  0.33
H 1.30952 -0.65229 -1.55868  0.33
H 0.59247 -3.18997 -0.05906  0.30
H 1.17824 -3.11557 -1.69999  0.37
H -0.35116 -2.48551 -1.40096  0.34
O -1.67695 2.67627 -2.37932  -0.64
H -1.82494 1.74295 -2.29824  0.32
H -2.51317 3.12425 -2.17799  0.32

Calculated values
Kohn-Sham gap = 11.5 eV
structure (SMILES) = CCC(C)CC.O
LUMO level = 0.803 eV
HOMO energy = -10.7 eV

***

## ii
# C6H16O

2 unconnected molecules or ions with the total composition C6H16O (ωB97M-V/def2-TZVPD, the Open Molecules 2025 dataset).

Last column: Mulliken charge in e.
Element x y z (Å)
C 1.41362 1.15413 -2.10354  -1.16
C 0.49696 -0.03685 -1.54858  -0.51
C 0.57709 0.04996 -0.01579  0.10
C -0.18494 1.31081 0.57194  -0.72
C -1.69091 1.19516 0.70738  -0.27
C -2.02972 0.07035 1.74273  -1.17
H 0.97252 1.46584 -3.08619  0.31
H 1.14822 1.95135 -1.49483  0.33
H 2.48412 1.04858 -2.00630  0.35
H -0.51604 0.03646 -1.94953  0.30
H 1.08377 -0.97173 -1.92375  0.26
H 0.15165 -1.06840 0.26480  -0.63
H 1.53733 0.15321 0.28489  0.56
H 0.08776 2.10663 -0.08407  0.32
H 0.21499 1.46378 1.56527  0.35
H -2.06300 2.18981 1.11444  0.26
H -2.20843 0.99990 -0.30321  0.25
H -1.52722 -0.93186 1.60927  0.24
H -3.06933 -0.08864 1.63727  0.36
H -1.82382 0.21998 2.77469  0.37
O 1.30116 -3.16951 0.52997  -0.61
H 0.40634 -3.11055 0.05105  0.36
H 1.21931 -2.56968 1.18154  0.34

Calculated values
Kohn-Sham gap = 11.3 eV
structure (SMILES) = CCCCCC.O
LUMO level = 0.890 eV
HOMO energy = -10.4 eV

***

## iii
# C6H16O

2 unconnected molecules or ions with the total composition C6H16O (ωB97M-V/def2-TZVPD, the Open Molecules 2025 dataset).

Last column: Mulliken charge in e.
Element x y z (Å)
C 2.07698 -0.21392 3.05369  -1.27
C 2.27368 -0.35707 1.52845  -0.31
C 1.03753 0.14823 0.70829  -0.61
C 1.18643 0.22449 -0.83288  -0.80
C -0.21629 0.15888 -1.47080  -0.51
C -0.26253 -1.10470 -2.44047  -1.02
H 1.14807 -0.78067 3.23848  0.30
H 2.86264 -0.52896 3.72731  0.36
H 1.97323 0.84353 3.21019  0.33
H 3.16547 0.29854 1.39830  0.26
H 2.46603 -1.41368 1.35613  0.34
H 0.18539 -0.52888 0.75644  0.33
H 0.83228 1.12160 1.13233  0.22
H 1.84004 -0.58548 -1.18709  0.39
H 1.74591 1.10266 -1.22940  0.37
H -1.07072 -0.01160 -0.83647  0.39
H -0.33369 1.08278 -2.04517  0.37
H -0.08613 -0.88734 -3.50222  0.27
H -1.12179 -1.74541 -2.33625  0.29
H 0.61729 -1.68678 -2.15895  0.29
O -6.52678 1.69257 -0.96615  -0.64
H -6.99483 2.35080 -0.42107  0.32
H -6.79818 0.82041 -0.68271  0.32

Calculated values
Kohn-Sham gap = 11.7 eV
structure (SMILES) = CCCCCC.O
LUMO level = 1.008 eV
HOMO energy = -10.7 eV

***

Best to worst by energy: i, iii, ii.

***

## i
# CH2N4O3

A molecular structure, CH2N4O3 (ωB97M-V/def2-TZVPD, the Open Molecules 2025 dataset).

Last column: Mulliken charge in e.
Element x y z (Å)
C -0.17104 0.15443 -0.00938  0.47
H -2.31391 -0.07928 -2.37831  0.38
H 1.34960 -2.06888 -0.09624  0.42
N -0.65589 -0.45453 -1.13100  -0.39
N 0.21610 1.41409 1.79326  0.03
N 1.28980 0.87517 1.54977  -0.36
N 1.04433 -0.00537 0.59617  0.59
O -2.06661 -0.12980 -1.12353  -0.45
O -0.66591 1.13258 0.86384  -0.15
O 1.97354 -0.83841 -0.06458  -0.53

Calculated values
Kohn-Sham gap = 8.1 eV
LUMO level = -0.808 eV
HOMO energy = -8.9 eV

***

## ii
# CH2N4O3

2 unconnected molecules or ions with the total composition CH2N4O3 (ωB97M-V/def2-TZVPD, the Open Molecules 2025 dataset).

Last column: Mulliken charge in e.
Element x y z (Å)
C -0.88577 1.27950 -1.35889  0.38
N -1.33783 1.88648 -2.19546  -0.38
N -0.43106 0.85969 -0.20913  0.10
N -0.62762 -0.26375 0.49544  -0.37
N 1.42210 -0.53399 1.07559  0.91
O 1.89187 0.52010 0.79936  -0.54
O 1.75044 -1.55830 1.57289  -0.45
O -0.89229 -1.37171 -0.37017  -0.36
H 0.41407 1.28905 0.08213  0.33
H -1.30392 -2.10707 0.10823  0.38

Calculated values
Kohn-Sham gap (spin up / spin down) = 8.9 / 8.2 eV
LUMO level (spin up / spin down) = -0.743 / -1.113 eV
HOMO energy (spin up / spin down) = -9.6 / -9.3 eV

***

Best to worst by energy: ii, i.

***

## i
# C2H7NOS2

A single C2H7NOS2 molecule (ωB97M-V/def2-TZVPD, the Open Molecules 2025 dataset).

Last column: Mulliken charge in e.
Element x y z (Å)
C 0.04695 -1.93099 0.70645  -0.79
C 0.18159 -0.73922 1.62029  -0.28
O -0.73342 0.26117 1.25296  -0.32
S -0.08701 1.66551 0.56384  0.00
S -0.08962 0.97789 -1.62035  0.00
N -0.19133 2.26866 -2.61747  -0.44
H 0.79384 -2.65554 0.91442  0.33
H -0.87922 -2.43556 0.66342  0.29
H 0.16909 -1.44895 -0.25237  0.10
H 1.20424 -0.37180 1.59553  0.30
H 0.03819 -1.00072 2.68661  0.29
H 0.68541 2.73094 -2.76604  0.25
H -1.13870 2.67860 -2.74731  0.26

Calculated values
Kohn-Sham gap = 8.7 eV
structure (SMILES) = CCOSSN
LUMO level = 0.322 eV
HOMO energy = -8.4 eV

***

## ii
# C2H7NOS2

2 unconnected molecules or ions with the total composition C2H7NOS2 (ωB97M-V/def2-TZVPD, the Open Molecules 2025 dataset).

Last column: Mulliken charge in e.
Element x y z (Å)
N 2.93372 1.33985 2.67643  -0.33
C 2.89872 0.10924 3.25856  0.15
O 3.59063 -0.10901 4.23221  -0.55
H 3.46455 2.08588 3.06421  0.22
H 2.28200 1.51623 1.93143  0.20
H 2.33379 -0.68490 2.76254  0.31
C -3.20010 -1.16892 -1.99856  -0.72
S -2.31292 -1.09785 -3.52713  -0.05
S -0.81661 0.39605 -3.09571  -0.22
H -3.86299 -0.30606 -1.90682  0.28
H -2.46748 -1.20966 -1.19092  0.29
H -3.81759 -2.06996 -2.06806  0.26
H -1.02572 1.19912 -4.13817  0.16

Calculated values
Kohn-Sham gap = 9.0 eV
structure (SMILES) = NC=O.CSS
LUMO level = 0.146 eV
HOMO energy = -8.8 eV

***

## iii
# C2H7NOS2

2 unconnected molecules or ions with the total composition C2H7NOS2 (ωB97M-V/def2-TZVPD, the Open Molecules 2025 dataset).

Last column: Mulliken charge in e.
Element x y z (Å)
N 0.04886 1.85233 -1.59447  -0.28
C -0.97667 2.28826 -0.81759  0.02
O -1.10460 2.04780 0.35960  -0.48
H 0.80145 1.30192 -1.19157  0.16
H -0.24946 1.60616 -2.53152  0.23
H -1.71644 2.92594 -1.30198  0.38
C -1.38468 -1.32975 0.65258  -0.70
S 0.26289 -1.99970 0.39178  -0.02
S 1.45568 -0.31466 0.35951  -0.32
H -1.53287 -0.50952 -0.04241  0.18
H -2.11334 -2.11736 0.46361  0.33
H -1.57554 -0.92046 1.63764  0.30
H 0.90179 0.67805 1.07545  0.21

Calculated values
Kohn-Sham gap = 8.8 eV
structure (SMILES) = NC=O.CSS
LUMO level = 0.474 eV
HOMO energy = -8.3 eV

***

Best to worst by energy: ii, iii, i.